1.
Below is an isolated ion of composition C5H11OS and charge +1 at a distorted geometry, with properties calculated with ωB97M-V/def2-TZVPD.

```
18
Properties=species:S:1:pos:R:3:forces:R:3
C 1.354 -0.860 0.049 -2.9 -1.0 -0.2
C -0.107 -1.474 -0.334 0.4 2.1 1.2
C 1.229 0.542 0.488 -0.4 1.0 1.0
C -0.673 -0.511 -1.342 2.1 1.3 -1.5
C -1.804 1.027 0.696 0.0 3.1 0.0
O 2.405 1.179 0.227 -1.3 -1.2 -0.7
S -0.518 1.201 -0.592 0.6 -1.2 0.6
H 1.799 -1.309 0.927 0.3 -0.8 -0.2
H 1.963 -0.829 -0.830 0.7 -0.6 -0.4
H -0.100 -2.465 -0.748 0.2 -0.5 0.2
H -0.862 -1.331 0.470 1.0 -1.1 0.2
H 0.814 0.624 1.531 0.4 0.5 -1.0
H 2.501 2.051 0.573 -0.1 1.1 0.7
H -0.014 -0.499 -2.257 -0.7 0.3 0.7
H -1.682 -0.622 -1.683 -0.7 -0.2 0.1
H -2.711 0.928 0.135 -0.6 -0.7 -0.2
H -1.982 2.024 1.227 0.7 -1.1 -0.8
H -1.613 0.323 1.462 0.2 -1.0 0.4
```
Positions in Å, forces in eV/Å.

Properties
- Net charge: +1
- ΔE to the lowest compared entry with this formula, charge and spin: 0.0000 eV
- Electronic energy: -18238.288 eV

Here are the Löwdin charges for atoms 1 to 2, given in e: number 1, C, carries -0.12; number 2, C, carries -0.17

=====

2.
Below is C7H17ClCoINO3P as an isolated structure at a distorted geometry, with properties calculated with ωB97M-V/def2-TZVPD.

```
32
Properties=species:S:1:pos:R:3:forces:R:3
C 0.505 0.865 -1.078 3.6 0.3 0.3
I -1.721 -0.823 -0.825 -2.4 -1.3 0.1
H 0.734 0.818 0.061 -0.1 0.7 -1.4
H -0.364 1.536 -1.164 0.2 -1.0 -0.4
H 1.408 1.290 -1.578 -0.5 0.2 0.6
Co 0.542 -1.067 0.266 -1.9 1.9 0.5
P 1.825 -2.676 0.384 0.8 -1.6 0.3
C 2.039 -3.672 -1.079 0.0 0.1 -0.2
C 3.380 -1.949 0.912 0.2 -0.2 0.2
H 0.641 -3.080 2.482 0.2 -0.3 -0.3
H 1.570 -4.511 1.892 -0.3 -0.1 0.1
H -0.011 -4.057 1.129 0.4 0.0 0.1
C 0.912 -3.685 1.604 0.3 0.3 0.1
H 3.251 -1.364 1.828 0.0 -0.3 -0.1
H 4.099 -2.757 1.055 0.2 0.2 0.0
H 2.780 -4.445 -0.855 -0.1 0.0 -0.3
H 2.354 -3.011 -1.896 0.2 -0.4 0.1
H 3.719 -1.263 0.125 0.0 -0.3 0.1
H 1.073 -4.115 -1.348 0.3 0.0 0.1
C 0.552 -0.583 -1.636 0.1 0.4 -4.7
O 0.937 -1.067 -2.698 -1.3 1.4 4.3
Cl 0.703 -0.245 2.190 0.0 0.1 0.7
N -2.853 5.022 -0.240 0.6 0.5 0.2
C -3.664 3.969 0.367 0.2 -0.2 -0.1
C -2.865 2.687 0.040 2.3 1.0 -1.8
O -3.357 1.703 0.591 -0.1 -1.8 0.3
O -1.861 2.794 -0.736 -2.2 -0.1 1.7
H -2.412 5.531 0.532 0.2 0.4 -0.6
H -3.425 5.659 -0.815 0.6 -0.2 0.1
H -2.097 4.439 -0.767 -0.6 0.7 0.1
H -3.810 4.140 1.430 -0.1 -0.2 -0.1
H -4.582 3.915 -0.172 -0.9 -0.2 0.0
```
Positions in Å, forces in eV/Å.

Properties
- Net charge: +2
- ΔE to the lowest compared entry with this formula, charge and spin: 0.5034 eV
- Electronic energy: -82686.883 eV
- Spin multiplicity: 5

Here are the Löwdin charges for atoms 1 to 2, given in e: number 1, C, carries -0.18; number 2, I, carries 1.05

=====

- Look up the net charge of the second one.
  +2

=====

Copy entry 1 word for word.
Below is an isolated ion of composition C5H11OS and charge +1 at a distorted geometry, with properties calculated with ωB97M-V/def2-TZVPD.

```
18
Properties=species:S:1:pos:R:3:forces:R:3
C 1.354 -0.860 0.049 -2.9 -1.0 -0.2
C -0.107 -1.474 -0.334 0.4 2.1 1.2
C 1.229 0.542 0.488 -0.4 1.0 1.0
C -0.673 -0.511 -1.342 2.1 1.3 -1.5
C -1.804 1.027 0.696 0.0 3.1 0.0
O 2.405 1.179 0.227 -1.3 -1.2 -0.7
S -0.518 1.201 -0.592 0.6 -1.2 0.6
H 1.799 -1.309 0.927 0.3 -0.8 -0.2
H 1.963 -0.829 -0.830 0.7 -0.6 -0.4
H -0.100 -2.465 -0.748 0.2 -0.5 0.2
H -0.862 -1.331 0.470 1.0 -1.1 0.2
H 0.814 0.624 1.531 0.4 0.5 -1.0
H 2.501 2.051 0.573 -0.1 1.1 0.7
H -0.014 -0.499 -2.257 -0.7 0.3 0.7
H -1.682 -0.622 -1.683 -0.7 -0.2 0.1
H -2.711 0.928 0.135 -0.6 -0.7 -0.2
H -1.982 2.024 1.227 0.7 -1.1 -0.8
H -1.613 0.323 1.462 0.2 -1.0 0.4
```
Positions in Å, forces in eV/Å.

Properties
- Net charge: +1
- ΔE to the lowest compared entry with this formula, charge and spin: 0.0000 eV
- Electronic energy: -18238.288 eV

Here are the Löwdin charges for atoms 1 to 2, given in e: number 1, C, carries -0.12; number 2, C, carries -0.17

=====

What did the first record say?
Below is an isolated ion of composition C5H11OS and charge +1 at a distorted geometry, with properties calculated with ωB97M-V/def2-TZVPD.

```
18
Properties=species:S:1:pos:R:3:forces:R:3
C 1.354 -0.860 0.049 -2.9 -1.0 -0.2
C -0.107 -1.474 -0.334 0.4 2.1 1.2
C 1.229 0.542 0.488 -0.4 1.0 1.0
C -0.673 -0.511 -1.342 2.1 1.3 -1.5
C -1.804 1.027 0.696 0.0 3.1 0.0
O 2.405 1.179 0.227 -1.3 -1.2 -0.7
S -0.518 1.201 -0.592 0.6 -1.2 0.6
H 1.799 -1.309 0.927 0.3 -0.8 -0.2
H 1.963 -0.829 -0.830 0.7 -0.6 -0.4
H -0.100 -2.465 -0.748 0.2 -0.5 0.2
H -0.862 -1.331 0.470 1.0 -1.1 0.2
H 0.814 0.624 1.531 0.4 0.5 -1.0
H 2.501 2.051 0.573 -0.1 1.1 0.7
H -0.014 -0.499 -2.257 -0.7 0.3 0.7
H -1.682 -0.622 -1.683 -0.7 -0.2 0.1
H -2.711 0.928 0.135 -0.6 -0.7 -0.2
H -1.982 2.024 1.227 0.7 -1.1 -0.8
H -1.613 0.323 1.462 0.2 -1.0 0.4
```
Positions in Å, forces in eV/Å.

Properties
- Net charge: +1
- ΔE to the lowest compared entry with this formula, charge and spin: 0.0000 eV
- Electronic energy: -18238.288 eV

Here are the Löwdin charges for atoms 1 to 2, given in e: number 1, C, carries -0.12; number 2, C, carries -0.17

=====

- Look up the net charge of the first one.
  +1